The following is a quantum chemistry calculation of C11H14BN7Os as an isolated structure at a distorted geometry, from the Open Molecules 2025 dataset.

XYZ file:
```
34
C11H14BN7Os | the Open Molecules 2025 dataset | ωB97M-V/def2-TZVPD
H -0.92152 -2.52569 1.01497
N 0.36195 -1.67647 -0.44510
B 1.77644 -1.17145 -2.45221
N 0.83925 -2.12518 -1.66477
C 0.39945 -3.38266 -1.86442
Os 0.84095 0.23905 0.40431
H 0.68956 -3.92083 -2.74964
C -0.41687 -3.74667 -0.79923
H -0.94204 -4.67139 -0.65573
C -0.42758 -2.64800 0.05902
H 2.16235 -1.65426 -3.47284
C 0.90611 2.17565 0.70616
H 0.50627 2.06681 1.73686
H 0.24006 2.86576 0.19076
H 1.91774 2.59345 0.77396
N 2.92060 -0.75324 -1.49135
N 0.93355 0.12875 -2.68583
N 2.64669 -0.10551 -0.27232
N 0.46774 0.84666 -1.58577
C 4.24243 -0.93093 -1.59391
C 0.53449 0.75924 -3.79697
H 4.61966 -1.42056 -2.47908
H 0.81431 0.36133 -4.76332
C 4.86084 -0.40684 -0.46794
C -0.20542 1.87389 -3.44577
C 3.84392 0.11873 0.33235
C -0.23671 1.90423 -2.04940
H 5.91377 -0.43277 -0.26859
H -0.67904 2.59352 -4.07836
H 3.89692 0.63143 1.28343
H -0.68928 2.63251 -1.39475
H 1.12540 -0.95821 1.47768
N -2.22055 0.15682 1.29914
C -1.09890 0.24810 0.94626
```

Calculated values
energy	-25187.5789	eV
2S+1	5
HOMO (spin up / spin down)	-16.5903 / -16.4393	eV
net charge	+2
energy relative to the best compared isomer or geometry (same formula, charge and spin)	81.3	kJ/mol

***

The following is a quantum chemistry calculation of C11H14BN7Pd as an isolated structure at a distorted geometry, from the Open Molecules 2025 dataset.

XYZ file:
```
34
C11H14BN7Pd | the Open Molecules 2025 dataset | ωB97M-V/def2-TZVPD
C 2.34493 -1.92186 0.68243
N 1.04378 -1.71517 0.38139
N 0.42812 -2.93963 0.43138
C 1.35533 -3.88151 0.75902
C 2.60688 -3.26660 0.92634
B -1.06549 -3.19117 0.14280
N -1.91040 -2.15877 0.94700
N -1.61065 -0.81675 1.04910
C -2.56675 -0.26860 1.82060
C -3.48669 -1.23045 2.23367
C -3.03781 -2.40987 1.64999
Pd 0.06295 0.18026 0.20147
N -1.33660 -2.94885 -1.35774
N -1.07274 -1.73050 -1.98954
C -1.38296 -1.95434 -3.26610
C -1.86085 -3.26091 -3.49360
C -1.82148 -3.85952 -2.23257
H -1.27034 -1.19147 -4.03429
H -2.10854 -4.85574 -1.92959
H -2.15600 -3.69346 -4.42892
H -1.40234 -4.28741 0.46393
H -3.47477 -3.39319 1.74048
H 1.10767 -4.92835 0.87786
H -4.33684 -1.06034 2.86856
H 3.56381 -3.70268 1.17973
H -2.57981 0.79325 2.04120
H 3.01322 -1.07934 0.70369
H -1.42450 0.45959 -1.39742
C -1.22220 1.37241 -0.77145
H -2.24249 1.55230 -0.49274
H -0.86563 1.64377 0.34259
H -0.89752 2.09102 -1.47012
N 2.07406 2.66915 0.34950
C 1.34856 1.75559 0.27857
```

Calculated values
energy	-26199.0981	eV
2S+1	3
HOMO (spin up / spin down)	-16.2582 / -16.2276	eV
net charge	+2

***

The following is a quantum chemistry calculation of C11H14BN7V as an isolated structure at a distorted geometry, from the Open Molecules 2025 dataset.

XYZ file:
```
34
C11H14BN7V | the Open Molecules 2025 dataset | ωB97M-V/def2-TZVPD
C -0.47926 3.26537 -1.16565
N -0.45555 1.98846 -1.66218
N 0.01631 2.08892 -2.99705
C 0.25442 3.37022 -3.28478
C -0.00686 4.14674 -2.15032
B 0.25698 0.82171 -3.85000
N 1.29674 -0.05078 -3.07896
N 0.98509 -0.43825 -1.76694
C 1.99322 -1.26347 -1.35311
C 2.95426 -1.37104 -2.37930
C 2.47168 -0.59133 -3.44123
V -0.77253 0.18766 -1.12041
N -1.06839 0.02066 -3.84834
N -1.68957 -0.34684 -2.61650
C -2.81801 -1.05566 -2.94860
C -2.88079 -1.16842 -4.34086
C -1.79635 -0.45535 -4.86415
H -3.50312 -1.37269 -2.17614
H -1.49430 -0.25618 -5.88908
H -3.61164 -1.70324 -4.91199
H 0.64635 1.04412 -4.96550
H 2.87829 -0.38368 -4.43150
H 0.55533 3.63159 -4.29364
H 3.87804 -1.92553 -2.35854
H 0.13775 5.20363 -2.06147
H 1.96628 -1.69845 -0.35864
H -0.83050 3.46034 -0.16176
H -0.36347 -2.36404 1.56701
C 0.08911 -2.94710 2.39766
H 0.80799 -3.66546 1.99510
H 0.61346 -2.22765 3.03327
H -0.69086 -3.46135 2.97646
N -2.66205 0.21187 1.65907
C -2.00805 0.20920 0.67206
```

Calculated values
energy	-48410.5682	eV
2S+1	4
HOMO (spin up / spin down)	-16.6574 / -16.7092	eV
net charge	+2
energy relative to the best compared isomer or geometry (same formula, charge and spin)	0.0	kJ/mol

***

The following is a quantum chemistry calculation of an isolated molecule of C11H14BrNO at a distorted geometry, from the Open Molecules 2025 dataset.

XYZ file:
```
28
C11H14BrNO | the Open Molecules 2025 dataset | ωB97M-V/def2-TZVPD
C 0.60240 1.68632 -2.69801
C -0.08492 0.46233 -2.72532
C 1.13604 2.18004 -1.52574
C -0.18176 -0.21158 -1.51771
C 1.23279 1.33247 -0.39232
C 0.58689 0.12638 -0.42199
C 2.07030 1.64088 0.94105
C 1.05753 -2.10556 0.48072
C -2.70789 -0.53703 0.68119
C -1.65853 -1.53542 1.39068
C -0.34697 -0.75421 1.79869
N 0.65717 -0.84811 0.69855
O 2.19169 0.57716 1.75066
Br 2.34307 -2.46241 -0.81853
H 0.64816 2.30937 -3.58258
H -0.56470 -0.06542 -3.65807
H 1.51184 3.16305 -1.37905
H -0.91517 -1.04572 -1.45873
H 3.00701 2.19692 0.52552
H 1.58161 2.64354 1.38406
H 0.60445 -2.90825 1.11924
H -2.59807 0.35583 1.21463
H -2.51762 -0.24388 -0.27842
H -3.63087 -0.93469 0.75821
H -1.48733 -2.42835 0.74326
H -2.10564 -1.76000 2.31622
H -0.47212 0.27097 1.91769
H 0.04063 -1.10463 2.73612
```

Calculated values
energy	-85209.2684	eV
HOMO (spin up / spin down)	-7.3246 / -7.3234	eV
energy relative to the best compared isomer or geometry (same formula, charge and spin)	367.6	kJ/mol

***

The following is a quantum chemistry calculation of C11H14ClF5N3O5Ru as an isolated structure, from the Open Molecules 2025 dataset.

XYZ file:
```
40
C11H14ClF5N3O5Ru | the Open Molecules 2025 dataset | ωB97M-V/def2-TZVPD
Ru -0.12482 -0.20404 0.40179
N -4.00717 0.43660 -0.78418
C -2.68100 0.51099 -0.96213
O -1.96843 -0.44720 -0.64400
C -2.16081 1.74345 -1.66710
C -0.77844 2.22865 -1.22821
H -4.35990 -0.33120 -0.23515
H -4.59731 1.23445 -0.93221
H -2.86571 2.56389 -1.52666
H -2.16327 1.49445 -2.72947
H -0.84678 2.57167 -0.19669
H -0.52446 3.10651 -1.83151
O -1.73483 -0.88046 2.30539
Cl -1.81240 0.48185 2.82442
O -3.06769 0.70700 3.45603
O -0.71761 0.69128 3.74183
O -1.66316 1.37562 1.66979
N 0.35223 -2.29818 0.10121
C 1.08162 -2.74395 1.30957
C 2.07971 -1.68030 1.71543
N 1.35945 -0.40964 1.92950
H -0.53607 -2.78538 0.04404
H 0.87142 -2.51583 -0.74375
H 1.58562 -3.70271 1.16419
H 0.34032 -2.86168 2.10199
H 2.80468 -1.51970 0.91427
H 2.62675 -2.00289 2.60553
H 2.02704 0.35047 2.01025
H 0.83074 -0.40953 2.80358
F 1.49011 2.45728 0.40097
C 1.50245 1.45167 -0.49970
C 0.36159 1.22811 -1.29711
C 0.57854 0.31508 -2.35678
F -0.42335 0.04433 -3.21080
C 1.78797 -0.29330 -2.60107
F 1.91001 -1.17117 -3.60798
C 2.88747 -0.02679 -1.78757
F 4.04774 -0.65712 -1.99969
C 2.74018 0.84554 -0.74022
F 3.76756 1.10218 0.08219
```

Calculated values
energy	-55025.6994	eV
2S+1	2
HOMO (spin up / spin down)	-6.6068 / -6.9820	eV
energy relative to the best compared isomer or geometry (same formula, charge and spin)	91.6	kJ/mol

***

The following is a quantum chemistry calculation of C11H14MgNO4 as an isolated structure at a distorted geometry, from the Open Molecules 2025 dataset.

XYZ file:
```
31
C11H14MgNO4 | the Open Molecules 2025 dataset | ωB97M-V/def2-TZVPD
Mg -2.11250 -0.01462 0.37734
O -0.57837 3.40669 -1.36343
C -1.18217 2.23920 -1.21066
O -2.09700 2.03059 -0.43862
C -0.52010 1.11500 -1.87362
C 0.59724 1.16931 -2.68217
C 1.22347 -0.00932 -3.05662
C 0.67045 -1.24268 -2.72589
C -0.50777 -1.18039 -1.89512
N -1.01369 -0.05177 -1.50796
C -1.20827 -2.35897 -1.26086
O -0.67260 -3.55988 -1.45874
O -2.16282 -2.17419 -0.51287
H -1.10949 4.09506 -0.86241
H 1.08235 2.07998 -2.96357
H 2.10708 0.08437 -3.65047
H 1.12316 -2.20414 -2.92827
H 0.08013 -3.53114 -2.08447
C 0.89505 -1.09366 1.64400
C 0.45990 0.29421 2.11398
C 1.17537 0.66546 3.44560
C -1.05377 0.35315 2.20741
H 1.94040 -1.11933 1.39821
H 0.24118 -1.33528 0.81212
H 0.75166 -1.88568 2.37204
H 0.71011 1.04269 1.34865
H 0.79222 0.12717 4.25128
H 0.96085 1.71127 3.63615
H 2.25516 0.56830 3.43282
H -1.48399 1.27194 2.54717
H -1.36322 -0.49333 2.88896
```

Calculated values
energy	-26754.3073	eV
HOMO	-11.1436	eV
net charge	+1
energy relative to the best compared isomer or geometry (same formula, charge and spin)	41.9	kJ/mol

***

The lowest energy belongs to which entry?
C11H14BrNO

***

Which value of energy does entry 4 give?
-85209.2684 eV